Entry 1:
C4H11N3 | the ωB97M-V functional and the def2-TZVPD basis

Each line ends with the natural charge from an NBO analysis.
Geometry (Å):
C: 1.165 -1.335 0.950  -0.418
C: 1.534 0.105 -1.221  -0.376
N: 0.503 -0.790 -0.240  -0.354
C: -0.653 0.084 0.073  -0.058
C: -0.416 1.387 -0.081  -0.182
N: -1.788 -0.734 0.466  -0.896
N: -1.443 2.300 -0.077  -0.846
H: 0.155 -1.550 -0.816  0.402
H: -2.510 -0.767 -0.255  0.355
H: -2.221 -0.369 1.310  0.364
H: -1.210 3.259 0.117  0.371
H: -2.395 2.046 0.182  0.323
H: 0.452 -1.891 1.561  0.231
H: 1.561 -0.498 1.529  0.226
H: 1.974 -2.013 0.662  0.195
H: 1.806 0.992 -0.651  0.267
H: 2.371 -0.581 -1.324  0.169
H: 1.115 0.355 -2.187  0.228

Atoms 1-3, force components in eV/Å:
C 0.664 -0.218 0.186
C -0.177 -2.038 2.085
N 1.320 1.975 -1.878

## Properties
* Kohn-Sham gap: 7.13 eV
* E_tot: -8792.84395 eV
* relative energy (zero: lowest compared OMol25 entry of this formula, charge and spin): 4.775 eV


Entry 2:
C4H11N3 | the ωB97M-V functional and the def2-TZVPD basis

Each line ends with the natural charge from an NBO analysis.
Geometry (Å):
C: -0.904 -0.964 -1.259  -0.058
N: 0.333 -1.128 -0.451  -0.661
N: -1.196 0.409 -1.565  -0.821
H: -1.328 0.934 -0.707  0.363
H: -0.386 0.839 -2.003  0.354
H: 1.032 -1.783 -0.784  0.399
H: 1.603 0.077 -0.865  0.461
H: -0.802 -1.542 -2.179  0.191
H: -1.760 -1.397 -0.739  0.186
C: 0.241 -0.922 0.959  0.041
C: 1.308 1.988 0.579  -0.002
C: -0.815 -0.493 1.660  -0.543
N: 1.711 0.916 0.096  -0.767
H: 1.161 -1.158 1.472  0.208
H: 0.546 1.896 1.370  0.118
H: 1.785 2.973 0.448  0.124
H: -0.725 -0.297 2.715  0.216
H: -1.804 -0.349 1.252  0.193

Atoms 1-3, force components in eV/Å:
C 0.563 -0.379 0.243
N -1.073 -0.483 -0.158
N 0.064 0.326 -0.083

## Properties
* Kohn-Sham gap: 8.25 eV
* E_tot: -8792.12220 eV
* relative energy (zero: lowest compared OMol25 entry of this formula, charge and spin): 5.497 eV


Entry 3:
C4H11N3 | the ωB97M-V functional and the def2-TZVPD basis

Each line ends with the natural charge from an NBO analysis.
Geometry (Å):
C: 0.396 0.405 1.220  -0.591
C: 0.330 -1.265 -1.506  -0.340
C: 1.708 0.894 1.746  -0.596
N: -1.106 -0.234 -0.931  -0.354
C: -0.247 0.957 0.154  0.453
N: -2.123 -0.985 -0.280  -0.659
N: -0.203 2.042 -0.502  -0.772
H: -1.544 0.204 -1.738  0.373
H: -0.175 -0.252 1.861  0.194
H: -1.793 -1.930 -0.097  0.353
H: -2.270 -0.596 0.651  0.368
H: -0.701 1.963 -1.390  0.323
H: 2.362 0.055 2.004  0.192
H: -0.221 -1.981 -2.110  0.194
H: 0.894 -0.551 -2.092  0.219
H: 0.897 -1.701 -0.695  0.234
H: 1.608 1.433 2.694  0.193
H: 2.188 1.541 1.012  0.216

Atoms 1-3, force components in eV/Å:
C -1.181 -0.670 -0.297
C -3.424 1.834 0.174
C -0.043 0.113 0.324

## Properties
* Kohn-Sham gap: 7.07 eV
* E_tot: -8791.37920 eV
* relative energy (zero: lowest compared OMol25 entry of this formula, charge and spin): 6.240 eV


Entry 4:
C4H11N3 | the ωB97M-V functional and the def2-TZVPD basis

Each line ends with the natural charge from an NBO analysis.
Geometry (Å):
C: 2.809 -0.506 0.969  -0.608
C: 2.036 0.617 0.251  -0.399
C: 0.774 0.308 -0.605  -0.229
N: -0.284 -0.051 0.315  -0.650
C: -1.614 -0.105 -0.105  0.589
N: -1.770 0.133 -1.460  -0.839
N: -2.612 -0.472 0.591  -0.799
H: 2.047 -1.049 1.565  0.185
H: 3.323 -1.265 0.369  0.215
H: 3.486 -0.031 1.671  0.216
H: 1.695 1.330 1.024  0.208
H: 2.698 1.173 -0.407  0.203
H: 0.751 -0.437 -1.427  0.199
H: 0.727 1.267 -1.147  0.183
H: 0.091 -0.525 1.115  0.396
H: -2.765 0.102 -1.643  0.401
H: -1.297 0.939 -1.832  0.380
H: -2.499 -0.577 1.587  0.348

Atoms 1-3, force components in eV/Å:
C -1.513 -0.116 0.315
C 0.400 -0.449 -0.689
C 0.743 -0.047 0.051

## Properties
* Kohn-Sham gap: 9.44 eV
* E_tot: -8796.36275 eV
* SMILES: [H]/N=C(/N)NCCC
* relative energy (zero: lowest compared OMol25 entry of this formula, charge and spin): 1.256 eV


Entry 5:
C4H11N3O | the ωB97M-V functional and the def2-TZVPD basis

Each line ends with the natural charge from an NBO analysis.
Geometry (Å):
C: 0.826 -1.294 -1.521  -0.222
N: 0.738 -2.363 -0.424  -0.856
C: 0.572 0.056 -0.768  -0.077
C: 0.715 1.106 -1.888  -0.642
N: -0.778 0.321 -0.130  -0.674
C: -0.589 0.649 1.234  0.792
N: -1.900 0.981 1.898  -0.851
O: 0.512 0.749 1.791  -0.639
H: 0.053 -1.621 -2.270  0.197
H: 1.816 -1.099 -1.949  0.207
H: 1.436 -2.101 0.358  0.354
H: -0.264 -2.331 0.004  0.354
H: 1.217 -0.045 0.103  0.255
H: -0.010 1.901 -1.653  0.222
H: 1.686 1.531 -1.910  0.221
H: 0.294 0.818 -2.877  0.211
H: -1.693 0.116 -0.488  0.407
H: -2.501 0.164 1.734  0.362
H: -1.693 0.998 2.878  0.380

Atoms 1-3, force components in eV/Å:
C -2.125 -0.673 3.039
N 0.172 0.529 0.797
C -2.221 -0.677 -3.076

## Properties
* Kohn-Sham gap: 9.71 eV
* E_tot: -10843.43708 eV
* SMILES: C[C@H](CN)NC(N)=O
* relative energy (zero: lowest compared OMol25 entry of this formula, charge and spin): 1.774 eV


Entry 6:
C4H11N3O | the ωB97M-V functional and the def2-TZVPD basis

Each line ends with the natural charge from an NBO analysis.
Geometry (Å):
N: 0.104 2.085 1.505  -0.854
C: -0.238 0.812 1.890  0.774
N: 0.782 0.121 2.539  -0.864
O: -1.330 0.332 1.681  -0.637
H: 0.857 2.547 1.987  0.388
H: -0.659 2.700 1.278  0.404
H: 0.463 -0.796 2.804  0.402
H: 1.696 0.207 2.127  0.387
N: 0.626 0.721 -1.501  -0.823
C: 0.814 -0.745 -1.557  -0.255
C: -0.663 -2.152 -2.974  -0.386
C: -0.473 -1.460 -1.862  -0.182
H: 1.345 1.133 -0.920  0.347
H: -0.240 0.899 -1.001  0.355
H: 1.152 -1.128 -0.592  0.168
H: 1.530 -0.974 -2.341  0.186
H: -1.549 -2.751 -3.134  0.199
H: 0.057 -2.072 -3.778  0.189
H: -1.198 -1.496 -1.055  0.202

Atoms 1-3, force components in eV/Å:
N 0.249 0.374 0.010
C 0.158 -0.034 0.096
N -0.542 0.408 -0.124

## Properties
* Kohn-Sham gap: 9.81 eV
* E_tot: -10844.25358 eV
* SMILES: NC(N)=O.C=CCN
* relative energy (zero: lowest compared OMol25 entry of this formula, charge and spin): 0.958 eV


Entry 7:
C4H11N3O | the ωB97M-V functional and the def2-TZVPD basis

Each line ends with the natural charge from an NBO analysis.
Geometry (Å):
C: 1.188 0.134 -1.199  -0.111
C: 1.584 0.969 -0.174  -0.295
C: -1.436 1.162 1.754  -0.255
C: -0.805 -0.448 -0.212  0.765
N: 1.844 -1.096 -1.438  -0.825
N: -0.511 -1.743 0.146  -0.876
O: -0.363 0.491 1.120  -0.646
N: -1.842 -0.128 -0.864  -0.816
H: 0.779 0.598 -2.088  0.213
H: 1.248 -1.764 -1.911  0.384
H: 2.397 -1.455 -0.670  0.370
H: -1.293 -2.315 0.434  0.411
H: 0.271 -1.875 0.771  0.389
H: -1.691 0.589 -1.563  0.384
H: 2.471 0.751 0.405  0.194
H: 1.419 2.029 -0.306  0.204
H: -2.019 1.740 1.026  0.170
H: -1.068 1.842 2.525  0.185
H: -2.175 0.520 2.245  0.156

Atoms 1-3, force components in eV/Å:
C 2.454 0.829 0.969
C 0.624 -0.391 -2.747
C -0.668 -0.001 -0.644

## Properties
* Kohn-Sham gap: 7.87 eV
* E_tot: -10839.70382 eV
* SMILES: [H]/N=C(/N)OC.C=CN
* relative energy (zero: lowest compared OMol25 entry of this formula, charge and spin): 5.507 eV


Entry 8:
C4H11N3O | the ωB97M-V functional and the def2-TZVPD basis

Each line ends with the natural charge from an NBO analysis.
Geometry (Å):
C: -1.585 0.070 -1.829  -0.240
C: 1.366 -2.307 -0.181  -0.107
N: 1.445 -1.254 0.533  -0.567
O: -0.543 -0.653 -1.232  -0.754
H: 0.729 -1.169 1.257  0.356
H: -1.639 -0.070 -2.914  0.165
H: -1.356 1.123 -1.651  0.184
H: -2.563 -0.133 -1.379  0.162
H: -0.478 -1.692 -1.286  0.484
H: 0.783 -3.192 0.096  0.152
H: 2.250 -2.538 -0.768  0.168
C: -0.705 1.216 1.633  0.271
C: 0.956 2.017 0.165  -0.008
N: 0.002 2.175 0.964  -0.445
N: -0.359 0.571 2.663  -0.685
H: 0.605 0.751 2.945  0.335
H: -1.741 1.138 1.308  0.167
H: 1.462 2.900 -0.211  0.165
H: 1.370 1.046 -0.113  0.197

Atoms 1-3, force components in eV/Å:
C -0.415 -0.244 -0.379
C 1.764 -0.248 2.312
N -0.052 -0.474 -0.608

## Properties
* Kohn-Sham gap: 9.98 eV
* E_tot: -10840.92851 eV
* SMILES: [H]/N=C\N=C.C=N.CO
* relative energy (zero: lowest compared OMol25 entry of this formula, charge and spin): 4.283 eV


Entry 9:
C4H11N3O | the ωB97M-V functional and the def2-TZVPD basis

Each line ends with the natural charge from an NBO analysis.
Geometry (Å):
C: -0.533 0.892 -1.155  0.088
C: 0.348 0.580 0.068  -0.277
C: -1.489 2.041 -0.856  -0.632
N: 1.019 -0.707 -0.121  -0.580
C: 1.070 -1.600 1.192  0.562
N: 2.254 -2.083 1.237  -0.891
O: -1.208 -0.286 -1.537  -0.722
N: -0.078 -1.541 1.758  -0.922
H: -1.811 -0.534 -0.827  0.479
H: 0.457 -1.229 -0.807  0.439
H: 0.093 1.145 -2.020  0.176
H: 1.993 -0.665 -0.427  0.438
H: 2.417 -2.702 2.021  0.353
H: -0.137 -2.083 2.610  0.360
H: 1.068 1.373 0.262  0.214
H: -0.291 0.431 0.950  0.262
H: -0.931 2.952 -0.657  0.218
H: -2.098 1.806 0.015  0.210
H: -2.144 2.208 -1.707  0.226

Atoms 1-3, force components in eV/Å:
C 0.302 0.455 0.270
C -0.514 0.451 -0.193
C 0.234 -0.300 -0.192

## Properties
* Kohn-Sham gap: 8.56 eV
* E_tot: -10843.13198 eV
* relative energy (zero: lowest compared OMol25 entry of this formula, charge and spin): 2.079 eV


Entry 10:
C4H11N3O | the ωB97M-V functional and the def2-TZVPD basis

Each line ends with the natural charge from an NBO analysis.
Geometry (Å):
C: 0.578 -0.185 -1.024  -0.113
C: -0.063 1.088 -0.639  -0.432
C: -1.649 0.811 -0.001  -0.203
C: 2.015 -0.129 0.038  0.687
N: 1.737 -0.334 1.356  -0.865
N: -0.130 -1.421 -0.976  -0.894
N: -1.525 0.006 1.207  -0.875
O: 3.165 -0.020 -0.365  -0.624
H: 1.035 -0.080 -2.014  0.200
H: 0.768 -0.419 1.650  0.421
H: 2.496 -0.380 2.023  0.403
H: 0.235 -2.130 -0.334  0.392
H: -0.498 -1.708 -1.876  0.384
H: -1.747 -0.968 0.974  0.372
H: -2.237 0.288 1.879  0.361
H: 0.362 1.716 0.145  0.218
H: -0.177 1.740 -1.506  0.206
H: -2.293 0.328 -0.739  0.176
H: -2.072 1.799 0.202  0.187

Atoms 1-3, force components in eV/Å:
C 4.793 0.119 1.477
C -5.124 1.034 1.000
C 2.518 0.599 -1.345

## Properties
* Kohn-Sham gap: 9.47 eV
* E_tot: -10843.33624 eV
* SMILES: NCC[C@H](N)C(N)=O
* relative energy (zero: lowest compared OMol25 entry of this formula, charge and spin): 1.875 eV


Entry 11:
C4H11N3O | the ωB97M-V functional and the def2-TZVPD basis

Each line ends with the natural charge from an NBO analysis.
Geometry (Å):
C: 1.327 -0.852 -1.531  -0.426
C: 0.781 -2.017 0.552  -0.448
N: 0.638 -0.842 -0.265  -0.451
N: 1.298 0.646 0.641  0.333
O: 1.438 0.476 1.774  -0.189
H: 0.956 -1.651 -2.186  0.209
H: 2.409 -1.004 -1.404  0.179
H: 1.172 0.099 -2.047  0.209
H: 0.698 -1.790 1.619  0.225
H: 1.739 -2.537 0.412  0.179
H: -0.020 -2.737 0.344  0.213
C: -1.692 2.041 -0.384  -0.700
C: -1.116 1.024 0.564  0.058
N: -1.464 0.833 1.762  -0.672
H: -2.285 1.376 2.059  0.319
H: -0.361 0.037 0.002  0.318
H: -2.353 2.751 0.127  0.199
H: -0.897 2.612 -0.872  0.221
H: -2.267 1.535 -1.166  0.223

Atoms 1-3, force components in eV/Å:
C 0.307 0.046 0.066
C 0.137 -0.375 0.010
N 0.796 -0.151 0.546

## Properties
* Kohn-Sham gap (spin up / spin down): 7.35 / 7.35 eV
* E_tot: -10838.47852 eV
* relative energy (zero: lowest compared OMol25 entry of this formula, charge and spin): 6.733 eV


Entry 12:
C4H11N3O2 | the ωB97M-V functional and the def2-TZVPD basis

Each line ends with the Löwdin spin population.
Geometry (Å):
C: -1.171 2.567 -1.535  0.022
C: -0.633 1.159 -1.856  0.015
O: 0.299 0.723 -1.079  0.010
O: -1.004 0.493 -2.833  0.004
H: -0.456 3.166 -1.100  0.004
H: -1.998 2.381 -0.847  0.008
H: -1.585 2.995 -2.394  0.001
C: 1.140 -2.654 0.313  0.087
C: 0.283 -0.688 1.612  0.238
N: 0.761 -1.271 0.674  0.006
N: 0.078 0.742 1.386  0.041
N: 0.138 -1.128 2.878  0.172
H: 0.420 -0.271 -0.855  0.001
H: 1.055 -2.797 -0.819  0.006
H: 0.736 -3.403 1.074  0.033
H: 0.795 1.181 0.984  0.021
H: -0.305 1.298 2.161  0.066
H: 0.644 -1.839 3.311  0.112
H: -0.444 -0.543 3.539  0.138
H: 2.228 -2.603 0.463  0.014

Atoms 1-3, force components in eV/Å:
C -0.938 -3.097 0.122
C -0.597 -1.004 -2.668
O 1.196 -0.021 0.748

## Properties
* total charge: -1
* Kohn-Sham gap (spin up / spin down): 2.80 / 8.94 eV
* E_tot: -12889.50028 eV
* 2S+1: 2
* relative energy (zero: lowest compared OMol25 entry of this formula, charge and spin): 2.717 eV